Record 1
C26H38AsNO10STa | ωB97M-V with the def2-TZVPD basis set

Element x y z (Å)
Ta (-0.100, -0.084, -0.642)
C (-3.343, -3.120, -0.361)
C (-2.692, -3.677, 0.899)
O (-1.435, -3.056, 1.006)
C (-0.675, -3.491, 2.098)
C (0.601, -2.656, 2.124)
O (0.368, -1.264, 1.928)
C (-0.157, -0.540, 3.019)
C (-1.677, -0.437, 2.953)
O (-2.129, -0.263, 1.611)
C (-3.528, -0.538, 1.566)
C (-3.979, -0.828, 0.146)
O (-3.128, -1.730, -0.523)
H (-4.409, -3.362, -0.377)
H (-2.850, -3.567, -1.225)
H (-2.590, -4.765, 0.806)
H (-3.299, -3.474, 1.792)
H (-0.422, -4.554, 2.004)
H (-1.242, -3.362, 3.030)
H (1.244, -2.938, 1.288)
H (1.125, -2.818, 3.069)
H (0.290, 0.451, 2.940)
H (0.131, -0.987, 3.973)
H (-2.008, 0.401, 3.576)
H (-2.128, -1.354, 3.343)
H (-4.084, 0.321, 1.958)
H (-3.744, -1.401, 2.202)
H (-3.947, 0.090, -0.443)
H (-5.009, -1.197, 0.173)
O (2.112, -1.009, -2.615)
As (0.829, -2.214, -2.755)
O (1.614, -0.199, -0.005)
O (-0.171, -1.791, -1.400)
C (-0.164, -1.305, -4.220)
C (-0.219, -2.061, -5.389)
C (-0.930, -1.629, -6.498)
C (-1.627, -0.432, -6.455)
C (-1.575, 0.349, -5.314)
C (-0.846, -0.082, -4.213)
S (-0.814, 1.075, -2.870)
O (-1.273, 2.330, -3.348)
O (0.539, 1.085, -2.245)
O (-1.633, 0.538, -1.729)
H (2.941, -1.333, -2.242)
H (0.324, -2.999, -5.409)
H (-0.938, -2.230, -7.398)
H (-2.209, -0.108, -7.307)
H (-2.078, 1.305, -5.262)
C (-1.069, 3.368, 0.157)
C (-0.133, 3.653, 1.321)
C (-0.665, 2.990, 2.598)
C (1.336, 3.329, 1.095)
C (2.183, 4.414, 1.263)
C (3.556, 4.289, 1.189)
C (4.089, 3.028, 1.044)
C (3.307, 1.884, 0.908)
C (4.121, 0.588, 0.924)
C (3.661, -0.375, 2.022)
C (4.276, -0.108, -0.450)
C (1.895, 2.044, 0.828)
N (1.027, 0.994, 0.478)
H (-1.937, 4.026, 0.198)
H (-1.449, 2.349, 0.214)
H (-0.580, 3.531, -0.801)
H (-0.164, 4.730, 1.486)
H (-0.814, 1.926, 2.429)
H (-1.620, 3.436, 2.880)
H (0.036, 3.123, 3.423)
H (1.759, 5.391, 1.454)
H (4.198, 5.153, 1.294)
H (5.166, 2.922, 1.045)
H (5.121, 0.907, 1.218)
H (2.656, -0.729, 1.826)
H (3.680, 0.127, 2.992)
H (4.334, -1.234, 2.069)
H (3.777, -1.078, -0.442)
H (5.331, -0.270, -0.672)
H (3.854, 0.500, -1.249)

Atoms 1-2, force components in eV/Å:
Ta -1.383 -0.201 4.260
C 0.283 0.065 0.080

The charge is +1. Its total energy is -122761.7056 eV. The orbital gap (alpha / beta) comes out at 7.13 / 7.13 eV.

Record 2
C4H4N2O3 | ωB97M-V with the def2-TZVPD basis set

Element x y z (Å)
C (-0.899, 0.489, 0.469)
C (1.098, 1.960, 0.423)
C (-0.667, -0.765, -0.245)
C (0.160, -1.444, -1.038)
N (-1.569, -1.730, 0.372)
N (1.743, 1.572, -0.693)
O (2.902, 2.016, -0.915)
O (0.833, -2.101, -1.682)
O (-0.088, 1.440, 0.786)
H (-1.686, 0.334, 1.124)
H (1.354, 2.953, 1.035)
H (-2.172, -2.202, -0.360)
H (-1.009, -2.524, 0.723)

Atoms 1-2, force components in eV/Å:
C 0.973 -2.684 -2.962
C 0.328 0.588 -1.359

The value obtained for the energy above the lowest of the compared OMol25 structures with the same formula, charge and spin is 107.2 kcal per mole. The charge is 0. Its total energy is -13327.9782 eV. The spin multiplicity is 3. As for the expectation value of S²: 2.063. The orbital gap (alpha / beta) comes out at 7.33 / 7.44 eV.

Record 3
C28H41BrFN6O3Ti | ωB97M-V with the def2-TZVPD basis set

Element x y z (Å)
Ti (-1.408, -0.118, 0.352)
C (3.072, -5.488, 3.014)
C (3.639, -4.109, 3.307)
C (5.104, -4.026, 2.913)
C (5.670, -2.660, 3.243)
C (4.860, -1.590, 2.574)
C (5.418, -0.386, 2.221)
C (4.651, 0.598, 1.595)
F (5.253, 1.753, 1.279)
C (3.336, 0.409, 1.302)
C (2.742, -0.818, 1.651)
C (1.334, -1.017, 1.346)
O (0.697, -0.146, 0.679)
C (0.765, -2.233, 1.787)
C (1.574, -3.182, 2.353)
N (2.881, -3.027, 2.606)
C (3.493, -1.817, 2.281)
C (-0.695, -2.586, 1.588)
O (-0.984, -3.736, 1.291)
O (-1.514, -1.607, 1.755)
H (3.770, -6.230, 3.402)
H (2.971, -5.652, 1.940)
H (2.114, -5.678, 3.492)
H (3.551, -3.891, 4.376)
H (5.205, -4.241, 1.845)
H (5.642, -4.807, 3.450)
H (6.712, -2.576, 2.934)
H (5.650, -2.508, 4.327)
H (6.462, -0.181, 2.420)
H (2.746, 1.176, 0.821)
H (1.135, -4.133, 2.610)
C (-6.834, 0.911, -1.195)
C (-5.723, 1.100, -0.206)
C (-5.860, 1.889, 0.931)
C (-4.808, 2.019, 1.823)
C (-3.643, 1.337, 1.526)
Br (-2.120, 1.552, 2.633)
N (-3.475, 0.562, 0.466)
C (-4.503, 0.461, -0.379)
H (-7.462, 1.799, -1.252)
H (-7.470, 0.074, -0.903)
H (-6.450, 0.706, -2.193)
H (-6.790, 2.411, 1.120)
H (-4.869, 2.630, 2.710)
H (-4.350, -0.173, -1.246)
N (-1.785, -1.761, -1.233)
C (-0.804, -2.408, -2.156)
C (0.405, -1.542, -2.445)
C (0.099, -0.301, -3.276)
C (1.335, 0.558, -3.523)
N (1.843, 1.131, -2.273)
H (-2.063, -2.464, -0.545)
H (-2.639, -1.553, -1.739)
H (-1.308, -2.674, -3.089)
H (-0.490, -3.343, -1.692)
H (1.137, -2.154, -2.983)
H (0.869, -1.268, -1.495)
H (-0.671, 0.308, -2.786)
H (-0.317, -0.610, -4.239)
H (1.092, 1.387, -4.190)
H (2.087, -0.049, -4.045)
H (2.606, 1.768, -2.471)
H (2.227, 0.409, -1.673)
C (-2.881, 4.768, -2.147)
C (-1.576, 4.132, -1.675)
C (-1.030, 4.894, -0.472)
C (-0.560, 4.122, -2.815)
N (-1.957, 2.775, -1.237)
N (-0.914, 1.991, -0.644)
H (-2.699, 5.776, -2.521)
H (-3.604, 4.821, -1.333)
H (-3.323, 4.191, -2.963)
H (-0.961, 5.956, -0.706)
H (-0.026, 4.568, -0.194)
H (-1.692, 4.778, 0.389)
H (-0.325, 5.139, -3.132)
H (-0.963, 3.592, -3.682)
H (0.374, 3.642, -2.520)
H (-2.268, 2.246, -2.044)
H (-0.631, 2.487, 0.196)
H (-0.078, 1.915, -1.236)

Atoms 1-2, force components in eV/Å:
Ti 0.386 0.179 0.073
C 0.033 -0.061 0.027

The value obtained for the energy above the lowest of the compared OMol25 structures with the same formula, charge and spin is 14.8 kcal per mole. The charge is +1. Its total energy is -140658.9366 eV. The spin multiplicity is 3. As for the expectation value of S²: 2.004. The orbital gap (alpha / beta) comes out at 6.48 / 8.51 eV.

Q: Which of these has the lowest total energy?
A: C28H41BrFN6O3Ti

Q: Among the records above, which one has the lowest charge?
A: C4H4N2O3

Q: Among the records above, which one has the lowest total energy?
A: C28H41BrFN6O3Ti